The following is a quantum chemistry calculation of C6H12N2O2 as an isolated structure, from OMol25.

Output
- Relative energy (zero: lowest compared OMol25 entry of this formula, charge and spin): 394.7 kJ/mol
- HOMO-LUMO gap: 9.5 eV
- HOMO energy: -8.84 eV
- E_tot: -13488.335 eV

Cartesian coordinates (Å):
C -1.2361 -2.2333 -1.1670
N 0.1319 -1.7640 -1.3437
C 0.8647 -1.6641 -0.0776
C 2.2144 -1.0037 -0.2393
N 3.4041 -1.8183 -0.0302
C 3.0498 -1.4356 -1.3910
C 2.5111 -2.5152 -2.3041
C 1.0602 -2.3345 -2.7189
O 0.5420 -3.1127 -3.5057
H -1.8446 -1.9322 -2.0256
H -1.2632 -3.3316 -1.0972
H -1.6824 -1.8044 -0.2562
H 0.2556 -1.0957 0.6430
H 1.0076 -2.6730 0.3420
H 2.2647 0.0506 0.0423
H 4.1759 -1.2570 0.3192
H 3.6516 -0.6632 -1.8755
H 3.0928 -2.5808 -3.2321
H 2.5691 -3.4913 -1.8006
H 0.1404 -0.3679 -2.2826
O 0.7213 -0.3642 -3.4279
H 1.5499 0.0974 -3.2565

Computed natural (NBO) charges, given in elementary charges:
1. C -0.415
2. N -0.571
3. C -0.241
4. C -0.093
5. N -0.582
6. C -0.086
7. C -0.548
8. C 0.816
9. O -0.580
10. H 0.215
11. H 0.188
12. H 0.200
13. H 0.202
14. H 0.192
15. H 0.202
16. H 0.361
17. H 0.200
18. H 0.249
19. H 0.263
20. H 0.518
21. O -0.950
22. H 0.459

***

The following is a quantum chemistry calculation of C58H47IN2O4P3STi as an isolated structure, from OMol25.

Output
- Multiplicity: 2
- HOMO-LUMO gap (alpha / beta): 6.6 / 6.5 eV
- Net charge: +2
- HOMO energy (alpha / beta): -12.73 / -12.74 eV
- E_tot: -141988.072 eV

Cartesian coordinates (Å):
Ti -0.0044 0.3241 0.3259
O 3.1778 -1.3860 2.3093
C 2.2405 -0.6077 1.8891
O 1.3463 -0.9779 1.1145
C 2.1413 0.7913 2.3742
C 2.8581 1.4269 3.3566
C 2.3672 2.6550 3.8179
C 1.1643 3.1368 3.3369
C 0.5326 2.4273 2.3240
N 1.0496 1.3245 1.8192
C -0.8467 2.6714 1.7610
O -1.5562 3.5767 2.0794
O -1.1536 1.7006 0.8888
H 3.0459 -2.2921 1.9416
H 3.7423 0.9672 3.7777
H 2.8975 3.1919 4.5931
H 0.6987 4.0313 3.7295
C -1.9213 -3.2059 -0.2756
C -2.4682 -2.6331 1.0383
P -1.3935 -2.8884 2.5403
C -1.3622 -1.1946 3.2724
C -2.3665 -0.2337 3.1452
C -2.3762 0.9033 3.9429
C -1.3792 1.0959 4.8886
C -0.3570 0.1614 5.0168
C -0.3452 -0.9657 4.2071
C -2.5249 -3.7386 3.6974
C -3.8490 -3.3585 3.9156
C -4.6419 -4.0597 4.8083
C -4.1202 -5.1513 5.4955
C -2.8066 -5.5374 5.2864
C -2.0131 -4.8335 4.3877
P -0.2152 -2.6948 -0.7173
C -0.0738 -3.2686 -2.4691
C -1.1819 -3.5942 -3.2514
C -1.0332 -3.9952 -4.5739
C 0.2272 -4.0777 -5.1429
C 1.3404 -3.7684 -4.3738
C 1.1896 -3.3697 -3.0555
C 0.9199 -3.9041 0.0885
C 2.2831 -3.5914 0.1494
C 3.2007 -4.4444 0.7486
C 2.7644 -5.6362 1.3177
C 1.4207 -5.9656 1.2539
C 0.5096 -5.1076 0.6477
H -2.5631 -2.8606 -1.0867
H -1.9806 -4.2945 -0.2852
H -3.4346 -3.1033 1.2232
H -2.6566 -1.5650 0.9225
H -3.1792 -0.3795 2.4424
H -3.1759 1.6264 3.8437
H -1.4083 1.9644 5.5347
H 0.4129 0.2985 5.7665
H 0.4258 -1.7191 4.3404
H -4.2725 -2.5067 3.3943
H -5.6667 -3.7538 4.9741
H -4.7420 -5.6997 6.1913
H -2.3978 -6.3862 5.8187
H -0.9844 -5.1352 4.2259
H -2.1829 -3.5645 -2.8461
H -1.9104 -4.2547 -5.1527
H 0.3434 -4.3972 -6.1701
H 2.3330 -3.8475 -4.7984
H 2.0806 -3.1601 -2.4820
H 2.6506 -2.6766 -0.3027
H 4.2558 -4.1951 0.7482
H 3.4706 -6.3079 1.7878
H 1.0709 -6.8974 1.6794
H -0.5299 -5.4037 0.6282
I 2.4061 -0.1510 -1.5970
C 3.1816 1.1127 -3.0711
C 4.2598 0.5344 -3.6748
C 4.9425 1.2074 -4.7044
C 4.5078 2.4378 -5.0756
C 3.3895 3.0498 -4.4530
C 3.0192 4.3386 -4.8906
C 1.9740 4.9892 -4.3154
C 1.2596 4.3566 -3.2903
C 1.5442 3.0896 -2.8282
P 0.4017 2.6074 -1.4019
C 1.0179 3.9518 -0.3019
C 2.3352 3.7603 0.1294
C 2.9836 4.7211 0.8842
C 2.3135 5.8870 1.2411
C 1.0070 6.0846 0.8208
C 0.3623 5.1263 0.0447
C -1.2254 3.1187 -2.0746
C -1.4912 2.9571 -3.4356
C -2.7207 3.3194 -3.9624
C -3.7062 3.8485 -3.1384
C -3.4643 3.9816 -1.7799
C -2.2391 3.6031 -1.2461
C 2.6577 2.3946 -3.4070
H 4.5967 -0.4468 -3.3679
H 5.7971 0.7439 -5.1772
H 5.0141 2.9860 -5.8604
H 3.5941 4.7986 -5.6850
H 1.6883 5.9825 -4.6348
H 0.4426 4.9117 -2.8487
H 2.8729 2.8608 -0.1602
H 4.0135 4.5701 1.1839
H 2.8148 6.6452 1.8289
H 0.4844 6.9949 1.0849
H -0.6469 5.3177 -0.2899
H -0.7272 2.5728 -4.1006
H -2.9031 3.2026 -5.0232
H -4.6571 4.1545 -3.5553
H -4.2290 4.3818 -1.1259
H -2.0914 3.6884 -0.1784
S -3.0105 -0.3493 -3.2850
C -3.8546 0.1923 -1.9029
C -2.9905 0.3900 -0.8820
N -1.6714 0.1069 -1.1830
C -1.5594 -0.2921 -2.4276
H -4.9208 0.3506 -1.9102
H -3.2427 0.7799 0.0913
H -0.6164 -0.5540 -2.8877

Mulliken atomic charge list, values in e, 99 entries:
1. Ti 0.802
2. O -0.574
3. C -0.389
4. O 1.653
5. C -0.644
6. C -0.463
7. C -1.328
8. C -0.900
9. C 0.664
10. N 1.077
11. C 0.069
12. O -0.643
13. O 0.092
14. H 0.262
15. H 0.682
16. H 0.538
17. H 0.692
18. C -1.677
19. C -0.826
20. P 0.329
21. C 0.646
22. C -0.078
23. C -0.619
24. C -0.933
25. C -0.543
26. C -1.176
27. C 0.752
28. C -0.230
29. C -0.794
30. C -0.549
31. C -0.663
32. C -0.496
33. P 1.744
34. C 0.591
35. C -0.380
36. C -0.911
37. C -0.647
38. C -0.931
39. C -0.496
40. C 1.500
41. C -1.819
42. C -1.019
43. C -0.782
44. C -0.741
45. C -0.747
46. H 0.234
47. H 1.054
48. H 0.996
49. H -0.608
50. H 0.696
51. H 0.454
52. H 0.422
53. H 0.573
54. H 0.428
55. H 0.308
56. H 0.429
57. H 0.397
58. H 0.429
59. H 0.344
60. H 0.414
61. H 0.465
62. H 0.426
63. H 0.464
64. H 0.292
65. H 1.250
66. H 0.572
67. H 0.433
68. H 0.507
69. H 0.331
70. I -0.047
71. C 1.033
72. C -0.552
73. C -0.993
74. C -0.924
75. C 1.112
76. C -0.879
77. C -1.335
78. C -0.195
79. C 1.553
80. P 1.401
81. C 1.488
82. C -0.895
83. C -0.764
84. C -0.858
85. C -0.841
86. C 0.044
87. C 0.387
88. C -0.707
89. C -0.891
90. C -0.755
91. C -1.178
92. C -0.199
93. C -0.987
94. H 0.443
95. H 0.436
96. H 0.432
97. H 0.423
98. H 0.460
99. H 0.487

***

The following is a quantum chemistry calculation of a 11-piece molecular cluster, C46H120N6O22 overall, from OMol25.

Output
- Relative energy (zero: lowest compared OMol25 entry of this formula, charge and spin): 1019.7 kJ/mol
- HOMO-LUMO gap: 8.5 eV
- SMILES: COCCNCCOC.COCCNCCOC.COCCNCCOC.COCCNCCOC.COCCNCCOC.COCCNCCOC.OCCO.OCCO.OCCO.OCCO.OCCO
- HOMO energy: -8.21 eV
- E_tot: -103612.596 eV

Cartesian coordinates (Å):
C 4.2341 33.8564 -21.6468
O 4.2868 32.5841 -21.0473
C 3.8264 32.6365 -19.7012
C 3.7120 31.1989 -19.1769
N 5.1206 30.7338 -18.8617
C 5.1173 29.3684 -18.2391
C 4.3040 29.0632 -16.9740
O 5.0297 29.4273 -15.8580
C 4.2445 29.0963 -14.7406
H 3.2395 34.3010 -21.6819
H 4.5458 33.7129 -22.6814
H 5.0705 34.4407 -21.2634
H 2.8074 33.0233 -19.6888
H 4.4443 33.3357 -19.1376
H 3.3168 30.5609 -19.9674
H 2.9984 31.0295 -18.3705
H 5.6939 30.7229 -19.6931
H 6.1146 29.0453 -17.9404
H 4.8121 28.6899 -19.0357
H 4.1957 27.9802 -16.9138
H 3.2715 29.3798 -17.1221
H 4.8124 28.4528 -14.0686
H 3.3909 28.4399 -14.9096
H 3.8701 29.9480 -14.1726
C 7.9222 23.4699 -3.4278
O 8.9559 24.0554 -2.6761
C 9.1497 23.8285 -1.2742
C 9.8308 22.5600 -1.1010
N 10.2940 22.3886 0.2989
C 11.1777 21.2343 0.4053
C 11.3612 20.8114 1.7794
O 12.5900 20.2447 2.0713
C 12.7924 19.8029 3.4778
H 7.9558 22.4060 -3.6624
H 8.1105 23.8588 -4.4286
H 6.9115 23.7562 -3.1370
H 8.2348 23.7137 -0.6930
H 9.7086 24.6426 -0.8126
H 10.6925 22.6893 -1.7559
H 9.3274 21.6523 -1.4336
H 9.4150 22.3127 0.7904
H 12.1648 21.5278 0.0481
H 11.1623 20.4104 -0.3082
H 10.6610 20.0005 1.9801
H 11.3450 21.5654 2.5663
H 13.8274 19.5106 3.6552
H 12.1914 18.9116 3.6578
H 12.5361 20.4868 4.2870
C 13.9008 30.5686 -7.3674
O 13.3606 29.3593 -7.9025
C 12.6055 28.6794 -6.8723
C 12.1704 27.2508 -7.3960
N 11.5785 27.1170 -8.7139
C 11.3563 25.6949 -9.0054
C 10.4338 25.6174 -10.2799
O 11.2610 25.7715 -11.5104
C 10.3763 25.4259 -12.6090
H 14.4218 30.4464 -6.4178
H 13.1936 31.3902 -7.2540
H 14.6668 30.9329 -8.0520
H 11.8272 29.3262 -6.4673
H 12.9754 28.5129 -5.8606
H 11.4101 26.9231 -6.6870
H 13.0011 26.5620 -7.2425
H 12.2008 27.4172 -9.4506
H 10.7770 25.1945 -8.2295
H 12.2982 25.1507 -9.0740
H 9.5967 26.3153 -10.2982
H 9.8365 24.7358 -10.0474
H 9.6715 26.1139 -13.0759
H 9.8242 24.5336 -12.3137
H 11.0747 25.1695 -13.4056
C 22.8275 41.1924 -10.8004
O 23.4981 40.5191 -11.8265
C 23.1045 39.1422 -11.8233
C 21.6529 38.8082 -11.8299
N 21.0428 38.8790 -10.5156
C 21.5730 37.9782 -9.5044
C 20.6644 38.0589 -8.2967
O 19.7266 37.0581 -8.5338
C 18.6528 36.9958 -7.5644
H 22.8341 40.6465 -9.8570
H 21.8039 41.3728 -11.1287
H 23.3384 42.1552 -10.8109
H 23.7395 38.7752 -11.0170
H 23.5678 38.7833 -12.7424
H 21.4752 37.7967 -12.1951
H 21.0455 39.3791 -12.5321
H 20.0698 38.6555 -10.6685
H 22.6235 38.1262 -9.2542
H 21.5217 36.9274 -9.7895
H 20.1515 39.0159 -8.2010
H 21.2282 37.8464 -7.3883
H 17.7370 36.7272 -8.0909
H 18.4902 37.8842 -6.9542
H 18.8474 36.2280 -6.8157
C 14.1868 19.9050 -11.3197
O 13.4531 19.3744 -12.3847
C 14.1040 18.3401 -13.1686
C 12.9347 17.4688 -13.6546
N 11.9283 18.2731 -14.3117
C 10.7159 17.5473 -14.8174
C 9.9257 17.0111 -13.5784
O 9.2173 18.0425 -12.8389
C 10.0235 18.8322 -11.9497
H 15.1912 20.3189 -11.4081
H 14.2075 19.2343 -10.4607
H 13.6395 20.8192 -11.0899
H 14.8330 17.8591 -12.5165
H 14.5129 18.8545 -14.0383
H 12.4948 17.0030 -12.7727
H 13.1871 16.5899 -14.2479
H 11.6348 19.0840 -13.7860
H 11.0511 16.8995 -15.6274
H 10.0850 18.2996 -15.2908
H 10.5266 16.4783 -12.8415
H 9.2140 16.2891 -13.9788
H 10.7306 18.2748 -11.3353
H 9.3141 19.3666 -11.3177
H 10.5927 19.5816 -12.4996
C 15.8190 25.1322 -22.3396
O 16.3288 24.7474 -21.0601
C 16.6071 25.8818 -20.1400
C 17.2419 25.6554 -18.8088
N 16.5447 24.6411 -18.0206
C 17.2000 24.2780 -16.7976
C 16.4066 24.3968 -15.4461
O 15.8069 25.6863 -15.3740
C 15.5025 25.9303 -14.0266
H 14.7677 25.4167 -22.2957
H 15.9139 24.2789 -23.0111
H 16.4887 25.9339 -22.6510
H 15.5947 26.2701 -20.0282
H 17.0955 26.8249 -20.3851
H 17.5518 26.5681 -18.2999
H 18.2411 25.2686 -19.0090
H 15.6040 24.8902 -17.7505
H 18.2030 24.7033 -16.8318
H 17.3780 23.2051 -16.8709
H 16.8855 23.8975 -14.6039
H 15.5089 23.8071 -15.6322
H 14.8752 26.8196 -14.0877
H 16.3352 26.3302 -13.4480
H 15.0612 25.0977 -13.4788
O 6.6078 23.7683 -18.6533
C 6.9735 23.0856 -19.8239
C 5.9574 23.2375 -20.9831
O 6.3041 22.3693 -22.0208
H 7.1100 24.5862 -18.6766
H 7.9742 23.2074 -20.2384
H 7.0623 22.0648 -19.4521
H 5.9341 24.2785 -21.3054
H 4.9501 23.0004 -20.6408
H 5.7384 21.6040 -21.8946
O 10.7851 29.7905 -11.6897
C 9.6180 30.7606 -11.7175
C 9.5959 31.6287 -10.4740
O 9.3289 30.7171 -9.4507
H 10.3441 28.9389 -11.6451
H 9.6486 31.2869 -12.6716
H 8.7016 30.1916 -11.8740
H 8.9769 32.5204 -10.3749
H 10.5642 32.0976 -10.2989
H 10.1230 30.1778 -9.4366
O 17.1148 27.8806 -0.6547
C 15.9341 27.6535 -1.3333
C 14.7910 28.3597 -0.7535
O 14.9135 29.7800 -0.9504
H 17.0161 27.3933 0.1665
H 16.2751 27.7506 -2.3640
H 15.8666 26.5769 -1.1767
H 14.8253 28.1860 0.3220
H 13.8068 28.2055 -1.1959
H 15.6138 30.0410 -0.3479
O 9.6509 29.5985 -20.5926
C 10.7828 29.4390 -19.7639
C 10.9725 27.9788 -19.4983
O 9.7055 27.2282 -19.1014
H 9.6694 30.5478 -20.7341
H 11.6834 29.9726 -20.0678
H 10.7153 30.0064 -18.8357
H 11.7169 27.7198 -18.7454
H 11.2101 27.5241 -20.4600
H 9.0077 27.5106 -19.6972
O 12.4949 37.7660 -6.3130
C 12.4211 39.1604 -6.4858
C 12.9200 40.0292 -5.3095
O 12.6398 39.3510 -4.1021
H 12.6018 37.3371 -7.1652
H 12.9043 39.5289 -7.3907
H 11.3716 39.4425 -6.5700
H 12.3940 40.9824 -5.2551
H 13.9923 40.2116 -5.3805
H 12.4448 38.4492 -4.3673

Mulliken atomic charge list, values in e, 99 entries:
1. C -0.790
2. O -0.298
3. C -0.658
4. C -0.539
5. N -0.368
6. C -0.828
7. C -0.370
8. O -0.336
9. C -0.845
10. H 0.305
11. H 0.268
12. H 0.322
13. H 0.361
14. H 0.368
15. H 0.309
16. H 0.402
17. H 0.270
18. H 0.284
19. H 0.403
20. H 0.418
21. H 0.371
22. H 0.291
23. H 0.381
24. H 0.280
25. C -0.731
26. O -0.295
27. C -0.466
28. C -0.665
29. N -0.309
30. C -0.537
31. C -0.380
32. O -0.355
33. C -0.751
34. H 0.307
35. H 0.256
36. H 0.294
37. H 0.302
38. H 0.306
39. H 0.330
40. H 0.374
41. H 0.260
42. H 0.306
43. H 0.322
44. H 0.242
45. H 0.307
46. H 0.264
47. H 0.317
48. H 0.303
49. C -0.831
50. O -0.298
51. C -0.639
52. C -0.721
53. N -0.169
54. C -0.903
55. C -0.603
56. O -0.247
57. C -0.775
58. H 0.327
59. H 0.295
60. H 0.275
61. H 0.405
62. H 0.459
63. H 0.323
64. H 0.373
65. H 0.204
66. H 0.441
67. H 0.447
68. H 0.354
69. H 0.451
70. H 0.270
71. H 0.327
72. H 0.257
73. C -0.552
74. O -0.412
75. C -0.493
76. C -0.776
77. N -0.214
78. C -0.560
79. C -0.723
80. O -0.308
81. C -0.748
82. H 0.214
83. H 0.208
84. H 0.281
85. H 0.298
86. H 0.345
87. H 0.498
88. H 0.391
89. H 0.217
90. H 0.367
91. H 0.336
92. H 0.407
93. H 0.393
94. H 0.240
95. H 0.326
96. H 0.265
97. C -0.885
98. O -0.271
99. C -0.691

***

The following is a quantum chemistry calculation of one molecule with the formula C3H8N2O, from OMol25.

Output
- Relative energy (zero: lowest compared OMol25 entry of this formula, charge and spin): 85.8 kJ/mol
- HOMO-LUMO gap: 10.0 eV
- SMILES: NCCNC=O
- HOMO energy: -9.16 eV
- E_tot: -8268.437 eV

Cartesian coordinates (Å):
N -2.2566 0.6316 0.0122
C -1.0585 0.0632 0.5475
C 0.0011 -0.2674 -0.5457
N 1.2400 -0.7538 -0.0542
C 2.2999 0.0732 0.1666
O 2.3667 1.2681 -0.0509
H -2.0833 1.5473 -0.4403
H -2.6983 -0.0197 -0.6528
H -1.3515 -0.8495 1.1493
H -0.6248 0.7767 1.2879
H -0.4638 -0.9915 -1.2518
H 0.2421 0.6890 -1.0690
H 1.2502 -1.6878 0.3078
H 3.1370 -0.4793 0.5931

Computed natural (NBO) charges, given in elementary charges:
1. N -0.834
2. C -0.222
3. C -0.254
4. N -0.616
5. C 0.529
6. O -0.608
7. H 0.362
8. H 0.353
9. H 0.179
10. H 0.198
11. H 0.187
12. H 0.224
13. H 0.394
14. H 0.106